140
Properties=species:S:1:pos:R:3:forces:R:3:mulliken_charge:R:1 method="wB97M-V/def2-TZVPD" homo_energy_ev=-11.977 homo_lumo_gap_ev=5.770 fmax_ha_per_bohr=0.0329 total_charge=+2
Tc -0.19666 -0.95003 0.46587 0.40 -1.05 -1.27 1.29
I 1.33517 2.98235 -0.36894 -0.08 0.58 0.87 0.19
C 0.46553 4.88546 -0.51357 -0.38 -0.02 0.04 0.68
C 1.41144 5.86045 -0.64248 0.02 0.28 -0.04 -0.60
C 1.05334 7.21866 -0.76387 0.20 -0.11 -0.01 -0.99
C -0.25993 7.54704 -0.76211 -0.17 0.04 -0.01 -0.97
C -1.26851 6.55773 -0.62385 0.03 -0.01 0.00 0.66
C -2.61122 6.99889 -0.63796 0.06 0.07 -0.01 -0.68
C -3.63307 6.11514 -0.50759 -0.12 -0.12 0.01 -1.33
C -3.33151 4.75345 -0.34603 -0.06 0.01 0.02 -0.56
C -2.05015 4.25180 -0.32021 0.23 -0.16 0.00 1.33
P -2.02478 2.36727 -0.06658 -0.23 0.32 0.01 0.72
C -3.08063 1.97218 -1.52272 -0.17 0.06 0.01 1.54
C -4.41583 1.57060 -1.58252 0.05 0.09 -0.09 -0.44
C -5.05415 1.38438 -2.80797 0.06 0.01 0.03 -0.77
C -4.37526 1.61718 -3.99480 -0.04 -0.02 0.01 -0.92
C -3.04829 2.02964 -3.95007 0.10 -0.05 0.04 -0.56
C -2.40665 2.18877 -2.73064 0.03 -0.06 -0.07 -1.46
C -2.97187 2.37700 1.52003 -0.06 0.12 -0.06 1.06
C -2.29769 3.07833 2.52916 0.00 0.11 0.04 -1.51
C -2.83948 3.22349 3.79651 0.04 0.00 0.00 -0.64
C -4.07578 2.65982 4.09489 -0.01 -0.03 0.00 -0.85
C -4.75148 1.95302 3.11287 0.05 0.05 -0.04 -0.86
C -4.20236 1.80505 1.84006 0.05 0.08 0.06 -0.26
C -0.94668 5.16628 -0.47716 0.15 -0.05 -0.02 -0.03
H 2.45822 5.58889 -0.65829 -0.01 0.03 0.00 0.43
H 1.82223 7.97431 -0.86480 -0.03 -0.06 0.00 0.44
H -0.57176 8.58027 -0.86967 0.01 -0.07 0.02 0.39
H -2.80302 8.05968 -0.75752 0.02 -0.07 0.01 0.40
H -4.66701 6.44328 -0.52443 0.12 -0.05 0.01 0.46
H -4.16845 4.07530 -0.22901 0.02 -0.05 0.00 0.25
H -4.99802 1.42437 -0.68854 -0.02 0.05 0.04 0.46
H -6.09579 1.08181 -2.82583 0.08 0.01 0.01 0.47
H -4.88108 1.49716 -4.94751 0.06 0.01 0.10 0.44
H -2.51307 2.23902 -4.86910 -0.01 -0.03 0.04 0.51
H -1.36855 2.51998 -2.71509 -0.09 -0.02 -0.01 0.29
H -1.35133 3.56887 2.29734 -0.10 -0.06 0.03 0.57
H -2.30608 3.79493 4.55028 -0.05 -0.05 -0.07 0.52
H -4.50874 2.77735 5.08210 0.03 0.01 -0.09 0.43
H -5.72249 1.51907 3.32721 0.08 0.01 -0.01 0.52
H -4.75789 1.22911 1.12089 -0.01 -0.01 -0.06 0.26
C 1.24634 -4.02894 -4.24792 0.03 0.03 0.13 -1.56
C 1.93932 -3.60622 -2.97293 -0.06 -0.02 -0.08 0.05
C 3.32354 -3.64463 -2.85392 0.10 -0.03 -0.03 -0.97
C 3.96194 -3.26309 -1.67402 0.16 -0.06 -0.11 0.83
C 5.46520 -3.32864 -1.53201 -0.11 -0.03 -0.06 -1.45
C 3.18823 -2.83236 -0.60742 0.19 0.20 0.19 -0.48
C 1.80165 -2.78827 -0.70106 0.10 0.17 0.36 -0.33
C 1.18764 -3.17591 -1.88105 -0.26 -0.17 -0.02 0.64
N 1.02637 -2.38667 0.45059 -0.04 0.03 0.19 1.91
C 1.28488 -3.21952 1.72311 -0.26 -0.12 -0.21 1.39
C 1.71749 -4.64997 1.37754 -0.09 -0.04 -0.19 -1.76
C 2.33826 -2.54034 2.60582 0.03 0.05 -0.12 -0.95
C -0.03311 -3.36348 2.48273 -0.06 0.10 -0.07 -1.56
H 1.91255 -4.60563 -4.89070 -0.04 0.03 0.06 0.49
H 0.91207 -3.15389 -4.81295 0.03 -0.03 0.04 0.18
H 0.36178 -4.63544 -4.03270 0.10 0.06 -0.01 0.27
H 3.92128 -3.99796 -3.69100 -0.07 0.05 0.09 0.45
H 5.94385 -3.57600 -2.47942 -0.03 0.02 0.04 0.41
H 5.75255 -4.09305 -0.80564 -0.03 0.03 -0.04 0.35
H 5.87500 -2.37752 -1.18165 -0.05 -0.06 0.00 0.13
H 3.68239 -2.50366 0.30177 -0.09 -0.05 -0.12 0.15
H 0.10569 -3.20886 -1.93774 0.11 0.07 -0.01 -0.22
H 2.72633 -4.71634 0.97903 0.00 0.05 -0.01 0.31
H 1.03461 -5.10552 0.65110 0.08 0.05 0.12 0.28
H 1.68114 -5.24107 2.29422 0.02 0.02 -0.05 0.53
H 3.35257 -2.73931 2.25179 -0.16 0.00 0.05 0.42
H 2.26363 -2.94835 3.61744 0.01 0.01 -0.04 0.61
H 2.19924 -1.45836 2.62667 0.00 -0.03 0.02 -0.79
H -0.78400 -3.83435 1.84913 0.05 0.01 0.04 0.14
H -0.42450 -2.41209 2.84500 -0.01 -0.01 -0.01 -0.09
H 0.12896 -4.00713 3.34915 -0.01 0.06 -0.03 0.62
C -3.52069 -3.78253 1.94079 0.04 -0.40 0.07 -1.17
Si -3.26845 -2.00488 1.50465 0.13 -0.14 -0.17 -0.09
C -3.04852 -1.03406 3.05378 0.25 0.17 0.41 0.23
C -4.81720 -1.47930 0.64066 -0.31 0.18 -0.35 -0.64
N -1.91205 -1.76203 0.27927 0.16 0.01 -0.08 1.72
C -2.31098 -2.43630 -0.94237 -0.06 0.32 0.12 -0.46
C -2.03776 -3.79160 -1.10887 0.02 -0.08 0.16 -0.30
C -2.48144 -4.46020 -2.24197 -0.04 0.04 -0.10 -0.57
C -3.21033 -3.77881 -3.21493 0.04 -0.03 0.09 -1.21
C -3.47310 -2.42356 -3.05215 -0.03 -0.03 0.00 -0.67
C -3.02133 -1.75287 -1.92181 -0.08 0.14 -0.03 0.28
H -4.44846 -3.83163 2.52835 0.13 0.01 -0.09 0.51
H -2.73086 -4.23420 2.54487 -0.11 0.03 -0.03 0.42
H -3.67241 -4.39375 1.04749 -0.01 -0.01 0.09 0.36
H -4.04175 -0.93529 3.51147 0.17 -0.08 -0.05 0.70
H -2.68737 -0.02197 2.87687 -0.01 -0.03 0.09 -1.04
H -2.40626 -1.55349 3.77570 -0.06 0.12 -0.08 0.42
H -4.67133 -0.64060 -0.04728 -0.08 -0.15 0.15 -0.34
H -5.22314 -2.31679 0.06090 0.02 0.17 0.06 0.42
H -5.56464 -1.19060 1.39158 0.10 -0.07 -0.12 0.48
H -1.46854 -4.31967 -0.34740 -0.08 0.05 -0.08 0.42
H -2.26221 -5.51643 -2.36296 -0.04 0.11 0.02 0.53
H -3.58138 -4.30595 -4.08667 0.06 0.04 0.06 0.42
H -4.03834 -1.88095 -3.80386 0.06 -0.05 0.08 0.55
H -3.21919 -0.69159 -1.79598 0.03 -0.14 -0.04 0.05
C 6.32588 0.64409 0.48594 -0.21 0.03 -0.11 -1.21
N 4.93509 0.33001 0.14544 0.10 -0.07 0.05 0.80
C 4.68277 0.20085 -1.28116 0.06 0.23 0.01 -1.22
C 3.89335 0.37336 1.02203 -0.28 -0.07 0.09 -1.19
N 2.64225 0.24614 0.68940 0.28 -0.07 -0.04 1.30
N 4.17820 0.54845 2.40632 0.05 0.07 -0.04 0.93
C 4.36739 1.93108 2.84216 0.04 -0.16 0.01 -0.96
C 5.06476 -0.42466 3.04823 -0.12 0.08 -0.02 -1.24
H 6.69456 1.42832 -0.17748 -0.03 -0.01 0.00 0.46
H 6.96117 -0.23445 0.36546 0.00 -0.04 -0.01 0.31
H 6.41816 1.00184 1.50037 -0.02 0.00 0.04 0.33
H 5.60233 -0.10477 -1.77486 0.02 0.00 -0.01 0.42
H 4.36981 1.15946 -1.71401 -0.02 -0.04 0.03 0.23
H 3.92882 -0.55247 -1.49169 -0.03 -0.08 -0.03 0.23
H 2.57633 0.08679 -0.31116 0.05 0.13 -0.13 -1.39
H 3.62487 2.57424 2.37186 -0.01 0.01 -0.07 0.23
H 5.36365 2.32830 2.61362 -0.01 0.02 0.02 0.37
H 4.23372 1.98425 3.92519 0.01 0.01 -0.03 0.39
H 5.17173 -1.31303 2.42454 0.00 0.07 0.01 0.34
H 4.63987 -0.73586 4.00527 -0.01 0.00 0.01 0.28
H 6.06247 -0.02664 3.25156 0.04 0.01 -0.04 0.47
C 1.12969 1.80037 3.61547 0.37 0.17 -0.21 -0.09
S -0.21281 0.67066 3.69401 -0.66 -0.17 -0.75 0.48
C 0.41685 -0.42400 4.92885 0.14 -0.21 0.17 -0.98
O -0.13467 -0.13029 2.36201 0.09 0.47 0.61 -1.33
H 2.04945 1.24632 3.40310 -0.11 0.06 0.06 -0.36
H 1.15905 2.33805 4.56897 0.04 -0.07 -0.14 0.72
H 0.91775 2.48911 2.79518 0.03 0.00 0.07 -0.14
H 0.47964 0.15754 5.85447 -0.01 -0.10 -0.10 0.53
H 1.39709 -0.78854 4.62540 -0.02 -0.04 0.09 0.08
H -0.29463 -1.23949 5.05894 0.07 0.04 0.01 0.34
C 0.04221 -0.61209 -1.22016 -0.26 0.10 1.22 0.48
C 0.30439 -0.18529 -2.54818 0.10 0.00 0.10 1.77
C 1.30858 0.77428 -2.76417 0.04 -0.31 -0.04 0.52
C 1.62061 1.16121 -4.04906 -0.06 -0.03 -0.23 -1.29
C 0.93197 0.60197 -5.12500 0.06 0.11 0.01 -0.84
C -0.06974 -0.34088 -4.91710 -0.05 0.00 0.00 -0.95
C -0.38568 -0.74379 -3.63404 -0.01 -0.13 -0.02 0.11
H 1.81893 1.22114 -1.92339 0.04 -0.43 -0.44 -0.59
H 2.39467 1.89975 -4.21923 -0.04 -0.03 0.00 0.54
H 1.18121 0.90688 -6.13562 -0.02 -0.02 0.07 0.44
H -0.60432 -0.76593 -5.75877 0.05 0.04 0.04 0.61
H -1.15326 -1.48797 -3.46020 0.12 0.08 -0.04 0.22